Record 1
Molecular formula: C20H47BBrN4O9
Method: DFT, wB97M-V/def2-TZVPD

Each line ends with the Löwdin charge.
Element x y z (Å)
N: -0.543 5.140 -1.732  0.226
C: -0.268 4.052 -1.018  -0.341
N: 0.962 3.704 -0.681  0.262
C: 0.834 2.607 0.013  -0.358
O: 1.783 1.919 0.598  0.183
N: -0.435 2.259 0.138  0.033
O: -0.926 1.192 0.813  0.179
B: -1.264 1.600 2.174  -0.793
O: -2.543 1.666 2.576  0.247
O: -0.241 1.906 2.978  0.258
N: -1.175 3.178 -0.560  0.076
C: -2.602 3.185 -0.752  -0.076
C: -3.045 1.958 -1.545  -0.779
O: -2.453 0.917 -1.537  0.071
Br: -4.637 2.185 -2.616  0.822
H: 0.193 5.582 -2.248  0.133
H: -1.444 5.569 -1.780  0.116
H: 2.167 1.273 -0.014  0.164
H: -3.155 1.448 1.871  0.117
H: -0.477 2.570 3.632  0.141
H: -2.891 4.047 -1.322  0.107
H: -3.104 3.214 0.207  0.141
C: 5.521 -2.039 2.214  -0.066
C: 4.725 -1.086 1.343  -0.282
O: 3.372 -1.473 1.145  -0.166
C: 2.580 -1.585 2.314  -0.274
C: 2.460 -0.287 3.092  -0.067
H: 5.506 -3.044 1.790  0.086
H: 6.555 -1.703 2.283  0.077
H: 5.121 -2.102 3.227  0.069
H: 5.169 -1.054 0.348  0.114
H: 4.776 -0.065 1.742  0.105
H: 2.950 -2.393 2.953  0.113
H: 1.593 -1.891 1.967  0.103
H: 3.423 0.062 3.465  0.075
H: 1.799 -0.419 3.950  0.083
H: 2.047 0.496 2.455  0.045
C: -7.816 -0.940 -3.171  -0.077
C: -8.657 0.322 -3.079  -0.282
O: -8.164 1.401 -3.854  -0.188
C: -8.074 1.177 -5.252  -0.285
C: -9.400 0.846 -5.912  -0.075
H: -6.787 -0.736 -2.869  0.067
H: -8.225 -1.711 -2.519  0.080
H: -7.790 -1.342 -4.184  0.069
H: -8.658 0.680 -2.049  0.116
H: -9.700 0.112 -3.337  0.110
H: -7.330 0.400 -5.466  0.107
H: -7.685 2.105 -5.671  0.116
H: -9.828 -0.082 -5.533  0.068
H: -9.264 0.734 -6.988  0.080
H: -10.123 1.642 -5.734  0.084
C: -3.503 -5.068 2.932  -0.076
C: -3.367 -3.861 3.843  -0.276
O: -2.040 -3.375 3.963  -0.150
C: -1.419 -2.947 2.772  -0.272
C: -2.142 -1.803 2.078  -0.066
H: -2.865 -5.881 3.279  0.084
H: -4.536 -5.415 2.922  0.079
H: -3.220 -4.841 1.902  0.065
H: -3.667 -4.136 4.853  0.121
H: -4.041 -3.056 3.525  0.105
H: -1.281 -3.788 2.084  0.114
H: -0.422 -2.618 3.064  0.107
H: -3.147 -2.083 1.759  0.075
H: -1.586 -1.489 1.191  0.079
H: -2.238 -0.953 2.758  0.071
C: 7.801 1.716 -0.599  -0.078
C: 8.752 0.997 0.344  -0.281
O: 8.666 -0.414 0.282  -0.171
C: 8.952 -1.006 -0.973  -0.283
C: 10.351 -0.719 -1.488  -0.076
H: 6.770 1.419 -0.398  0.068
H: 7.887 2.795 -0.468  0.077
H: 8.012 1.491 -1.645  0.067
H: 8.505 1.260 1.373  0.117
H: 9.783 1.326 0.176  0.109
H: 8.199 -0.713 -1.714  0.106
H: 8.837 -2.079 -0.820  0.118
H: 10.514 0.344 -1.665  0.066
H: 10.518 -1.243 -2.429  0.079
H: 11.098 -1.053 -0.767  0.084

The value obtained for the energy is -4285.05735 Ha. As for the net charge: +1. The calculation puts the HOMO energy at -11.15 eV. Its gap between HOMO and LUMO is 8.10 eV.

=====

Record 2
Molecular formula: C20H48IN2O9
Method: DFT, wB97M-V/def2-TZVPD

Each line ends with the Löwdin charge.
Element x y z (Å)
N: -1.052 1.294 3.284  -0.028
C: -0.460 0.225 2.471  -0.317
C: 0.913 0.589 1.825  -0.577
N: 1.813 -0.482 2.244  -0.676
I: 3.711 -0.084 1.546  0.484
H: -0.818 1.132 4.246  0.044
H: -0.771 2.208 2.975  0.038
H: -1.109 -0.128 1.655  0.084
H: -0.288 -0.627 3.140  0.069
H: 1.207 1.595 2.202  0.058
H: 0.811 0.643 0.715  0.051
C: 6.827 3.500 -5.381  -0.122
O: 5.967 2.453 -4.984  -0.194
C: 6.597 1.187 -4.872  -0.196
C: 6.320 0.497 -3.542  -0.180
O: 6.861 1.110 -2.383  -0.120
C: 6.350 2.370 -1.961  -0.175
C: 4.902 2.391 -1.488  -0.200
O: 3.981 2.146 -2.543  -0.207
C: 3.025 1.144 -2.234  -0.128
H: 6.877 3.557 -6.474  0.083
H: 6.415 4.435 -4.999  0.086
H: 7.834 3.380 -4.970  0.085
H: 7.679 1.269 -5.016  0.117
H: 6.198 0.553 -5.673  0.123
H: 6.806 -0.483 -3.593  0.127
H: 5.258 0.291 -3.414  0.110
H: 6.529 3.132 -2.721  0.103
H: 6.966 2.651 -1.103  0.126
H: 4.685 3.391 -1.095  0.125
H: 4.769 1.674 -0.673  0.040
H: 3.438 0.348 -1.610  0.038
H: 2.689 0.698 -3.173  0.082
H: 2.164 1.595 -1.730  0.080
C: -4.008 -1.673 4.144  -0.113
O: -3.324 -2.911 4.115  -0.197
C: -1.977 -2.841 4.558  -0.190
C: -1.650 -3.887 5.615  -0.170
O: -2.311 -3.753 6.871  -0.122
C: -3.715 -3.950 6.939  -0.184
C: -4.218 -5.361 6.658  -0.197
O: -4.038 -5.750 5.305  -0.193
C: -3.420 -7.010 5.141  -0.119
H: -3.846 -1.128 3.210  0.086
H: -5.075 -1.882 4.251  0.081
H: -3.697 -1.054 4.990  0.086
H: -1.738 -1.848 4.949  0.117
H: -1.338 -3.020 3.687  0.131
H: -0.586 -3.778 5.843  0.131
H: -1.765 -4.897 5.223  0.106
H: -4.240 -3.217 6.328  0.108
H: -3.981 -3.724 7.976  0.124
H: -5.296 -5.385 6.859  0.122
H: -3.731 -6.061 7.344  0.119
H: -2.672 -7.212 5.913  0.085
H: -2.917 -7.012 4.174  0.089
H: -4.176 -7.803 5.146  0.083
C: -4.469 -0.218 -3.192  -0.113
O: -3.634 0.647 -3.937  -0.194
C: -4.259 1.844 -4.366  -0.199
C: -3.456 3.090 -4.016  -0.185
O: -3.323 3.393 -2.636  -0.124
C: -2.559 2.522 -1.805  -0.170
C: -1.066 2.449 -2.089  -0.185
O: -0.775 1.834 -3.338  -0.193
C: 0.122 2.567 -4.149  -0.108
H: -5.021 -0.883 -3.865  0.084
H: -3.833 -0.821 -2.544  0.090
H: -5.170 0.335 -2.560  0.086
H: -5.267 1.938 -3.949  0.119
H: -4.349 1.792 -5.458  0.123
H: -3.999 3.941 -4.439  0.124
H: -2.484 3.087 -4.509  0.107
H: -3.003 1.528 -1.776  0.108
H: -2.668 2.928 -0.796  0.129
H: -0.601 1.835 -1.309  0.118
H: -0.636 3.453 -2.029  0.124
H: -0.004 3.649 -4.047  0.088
H: -0.071 2.302 -5.191  0.087
H: 1.151 2.292 -3.905  0.066

The value obtained for the energy is -1874.95081 Ha. As for the net charge: -1. The calculation puts the HOMO energy at -2.56 eV. Its gap between HOMO and LUMO is 5.14 eV.

=====

Record 3
Molecular formula: C20H48N2O5
Method: DFT, wB97M-V/def2-TZVPD

Each line ends with the Löwdin charge.
Element x y z (Å)
C: 2.451 -0.194 3.791  -0.040
C: 1.060 -0.833 3.946  -0.484
C: 0.041 0.207 4.620  0.017
C: 0.658 -1.369 2.566  -0.126
C: -0.515 -2.379 2.660  -0.181
C: -0.205 -3.475 3.631  -0.147
C: 0.206 -2.973 5.038  -0.503
C: -1.104 -2.483 5.813  -0.023
C: 0.715 -4.117 5.879  -0.050
N: 1.268 -2.000 4.802  -0.091
O: 1.771 -1.594 6.078  -0.045
H: 2.915 0.165 4.729  0.088
H: 3.213 -0.810 3.363  0.071
H: 2.409 0.664 3.117  0.083
H: 0.568 0.410 5.560  0.073
H: -0.042 1.088 4.016  0.064
H: -0.949 -0.126 4.865  0.052
H: 0.253 -0.498 2.028  0.104
H: 1.617 -1.785 2.155  0.132
H: -1.351 -1.788 2.993  0.099
H: -0.812 -2.715 1.670  0.108
H: 0.599 -4.096 3.255  0.115
H: -1.120 -4.153 3.736  0.141
H: -0.700 -2.013 6.692  0.064
H: -1.671 -3.372 6.122  0.087
H: -1.778 -1.800 5.292  0.061
H: 0.144 -5.024 5.707  0.087
H: 0.686 -3.883 6.933  0.079
H: 1.734 -4.338 5.668  0.079
H: 1.113 -0.974 6.480  0.086
C: -0.934 -1.217 -3.268  -0.024
C: -0.985 0.031 -4.175  -0.516
C: -1.870 -0.201 -5.424  -0.021
C: -1.538 1.247 -3.329  -0.133
C: -1.379 2.586 -4.014  -0.173
C: 0.053 2.875 -4.469  -0.146
C: 0.654 1.709 -5.204  -0.507
C: 0.167 1.693 -6.690  -0.009
C: 2.158 1.822 -5.077  -0.045
N: 0.372 0.446 -4.435  -0.080
O: 0.954 -0.639 -5.230  -0.048
H: -0.267 -1.062 -2.438  0.059
H: -1.944 -1.360 -2.856  0.089
H: -0.719 -2.129 -3.807  0.080
H: -2.678 -0.825 -5.065  0.076
H: -2.346 0.663 -5.876  0.068
H: -1.320 -0.793 -6.175  0.091
H: -2.587 0.976 -2.981  0.141
H: -0.994 1.240 -2.359  0.089
H: -1.929 2.620 -4.940  0.089
H: -1.820 3.393 -3.358  0.131
H: 0.696 3.087 -3.608  0.105
H: 0.068 3.762 -5.143  0.139
H: -0.863 1.874 -6.811  0.050
H: 0.376 0.752 -7.175  0.078
H: 0.760 2.415 -7.222  0.080
H: 2.863 1.116 -5.513  0.085
H: 2.366 1.849 -3.990  0.078
H: 2.417 2.852 -5.387  0.095
H: 1.690 -1.014 -4.721  0.107
C: 1.631 0.605 -0.921  -0.152
O: 1.313 1.903 -0.555  -0.124
H: 2.681 0.441 -0.851  0.076
H: 1.137 -0.122 -0.275  0.078
H: 1.318 0.441 -1.944  0.051
H: 1.606 2.565 -1.204  0.101
C: -1.772 1.581 0.374  -0.107
O: -0.852 2.222 1.301  -0.160
H: -2.601 1.268 1.007  0.088
H: -2.153 2.268 -0.385  0.078
H: -1.345 0.726 -0.108  0.052
H: -0.030 2.362 0.797  0.055
O: -2.117 3.174 3.563  -0.086
H: -1.561 3.072 2.751  0.003
H: -1.847 3.984 3.988  0.017

The value obtained for the energy is -1276.40170 Ha. The calculation puts the energy relative to the best compared isomer or geometry (same formula, charge and spin) at 0.9 kcal per mole. The calculation puts the HOMO energy at -8.48 eV. As for the SMILES: CC1(C)CCCC(C)(C)N1O.CC1(C)CCCC(C)(C)N1O.CO.CO.O. Its gap between HOMO and LUMO is 8.87 eV.